110
Properties=species:S:1:pos:R:3:forces:R:3:lowdin_charge:R:1 method="wB97M-V/def2-TZVPD" spin_multiplicity=1 energy_ha=-3180.93442 smiles="O=C1OC[C@@H](F)O1.O=C1OC[C@@H](F)O1.CCOC(=O)OC.CCOC(=O)OC.CCOC(=O)OC.CCOC(=O)OC.CCOC(=O)OC.CCOC(=O)OC"
C -4.653541 -10.825631 -6.345759 -0.10 0.88 0.47 -0.057
C -4.592854 -9.477502 -5.562017 0.51 -1.59 -0.46 -0.217
O -5.927055 -8.956114 -5.462035 0.48 1.90 0.64 0.035
C -6.040560 -7.676300 -4.980608 -2.25 1.13 -0.47 -0.526
O -7.103093 -7.061257 -4.931407 1.73 -1.79 -0.14 0.106
O -4.890526 -7.090740 -4.623171 0.24 -2.49 -0.98 -0.029
C -4.939542 -5.779001 -4.209624 0.56 2.03 0.78 -0.074
H -5.380400 -11.506702 -5.903124 0.05 0.06 0.09 0.074
H -3.669814 -11.294543 -6.323432 0.00 0.02 0.07 0.072
H -4.926441 -10.683505 -7.391429 -0.04 0.18 0.06 0.073
H -3.877048 -8.808504 -6.039674 -0.45 0.29 -0.24 0.119
H -4.176925 -9.645500 -4.568602 -0.24 -0.10 0.16 0.119
H -5.473455 -5.082726 -4.856334 -0.40 -0.47 -0.12 0.102
H -3.905231 -5.435404 -4.225223 0.04 -0.10 0.21 0.098
H -5.317197 -5.704263 -3.189872 -0.15 0.05 -0.07 0.105
C -7.506372 -12.254231 5.935902 -0.09 -0.63 -0.62 -0.073
C -6.994063 -11.018422 6.637306 -0.42 0.11 0.60 -0.218
O -6.559497 -10.057236 5.669572 -0.09 0.28 -0.85 0.022
C -5.693015 -9.098326 6.036081 -0.29 -0.65 -0.68 -0.536
O -5.346183 -8.970772 7.179105 0.63 1.05 -0.67 0.133
O -5.337995 -8.438834 4.867858 -1.17 -0.91 1.27 -0.016
C -4.399596 -7.390066 4.894672 0.94 0.57 0.84 -0.068
H -8.442331 -12.234242 5.377623 -0.23 1.11 0.13 0.074
H -7.740951 -13.036271 6.658048 0.62 -0.12 0.16 0.078
H -6.819561 -12.589680 5.158811 0.42 -0.28 0.41 0.079
H -6.194562 -11.213054 7.352166 0.30 -0.29 -0.38 0.121
H -7.781398 -10.630868 7.283840 -0.18 0.53 -0.24 0.124
H -4.476797 -6.772184 5.789304 -0.05 -0.27 0.25 0.093
H -4.511430 -6.684105 4.071744 -0.48 -0.57 -0.30 0.092
H -3.399007 -7.819395 4.843755 0.08 0.11 0.05 0.095
C 0.085584 -1.117237 -7.497437 -0.35 1.78 0.64 -0.044
C -0.005871 0.432264 -7.101761 0.49 -0.90 -1.21 -0.186
O -1.038875 0.628615 -6.132405 0.00 -0.37 0.02 0.024
C -1.141537 1.747042 -5.409147 3.23 0.80 0.27 -0.577
O -0.259466 2.611234 -5.283265 -2.27 -1.55 -0.63 0.092
O -2.263529 1.648701 -4.729606 -0.39 -0.08 -0.55 0.006
C -2.850847 2.835262 -4.253301 -1.38 -0.12 0.98 -0.048
H -0.815771 -1.533545 -7.947260 -0.15 0.28 0.21 0.066
H 0.306047 -1.635081 -6.563986 0.01 -0.22 -0.15 0.069
H 0.891334 -1.282458 -8.212672 0.12 0.22 0.16 0.068
H -0.224742 1.113493 -7.924033 -0.26 -0.37 -0.37 0.119
H 0.999550 0.746490 -6.821627 -0.18 0.00 0.89 0.114
H -3.318576 3.441139 -5.029345 0.95 0.32 -0.35 0.102
H -2.216730 3.341329 -3.525364 -0.02 0.26 -0.42 0.100
H -3.753881 2.473454 -3.761639 0.20 -0.05 0.53 0.094
C -4.278165 4.835494 6.898325 -0.30 -1.51 0.83 -0.083
C -3.326342 5.085737 5.773148 -1.50 0.49 -0.21 -0.238
O -2.354371 6.038472 6.186158 0.37 2.35 -0.04 0.005
C -2.691030 7.385915 6.219216 -2.39 0.11 -0.93 -0.491
O -3.784805 7.877912 5.824966 3.84 -1.65 1.32 0.064
O -1.647603 8.054384 6.751744 -0.20 0.36 -0.40 -0.019
C -1.718685 9.537013 6.695130 -1.43 -1.13 -0.96 0.000
H -3.747125 4.455961 7.771279 0.09 0.70 0.40 0.082
H -4.917097 3.972923 6.708998 -0.20 0.00 -0.60 0.078
H -4.954972 5.670436 7.079699 0.42 0.10 0.25 0.083
H -3.995646 5.463107 5.000027 0.66 0.32 -0.59 0.118
H -2.811977 4.196699 5.408278 0.19 0.22 0.24 0.127
H -2.657551 9.806869 7.178667 0.40 0.31 0.42 0.091
H -1.875967 9.806557 5.650759 0.22 0.02 -0.07 0.089
H -0.813538 10.024334 7.057524 -0.17 -0.69 0.34 0.093
C 1.420871 8.645348 0.026497 0.35 0.49 0.24 -0.067
C 2.725339 9.491059 0.124130 -1.16 -1.99 -1.79 -0.166
O 2.583021 10.565940 -0.854638 -0.38 -0.71 1.47 0.035
C 3.677937 11.229229 -1.121258 2.31 1.77 0.50 -0.547
O 4.826462 11.023200 -0.683628 -3.08 0.56 -1.56 0.088
O 3.252024 12.290812 -1.901499 0.64 -1.58 0.72 -0.031
C 4.251180 13.115632 -2.477342 -0.39 0.30 -0.57 -0.060
H 1.332933 7.987914 -0.838460 0.37 0.27 -0.20 0.071
H 0.556450 9.309208 0.012890 -0.04 -0.03 0.19 0.075
H 1.368540 7.993154 0.898271 -0.09 0.10 0.11 0.070
H 3.523092 8.876698 -0.293291 0.33 0.06 0.69 0.119
H 2.873892 9.727998 1.177647 0.32 0.91 -0.41 0.128
H 3.746263 13.672510 -3.266680 -0.17 0.01 0.08 0.089
H 4.996259 12.511273 -2.994757 0.41 0.18 0.57 0.098
H 4.586865 13.850726 -1.745859 0.58 -0.34 -0.05 0.098
C 6.466047 0.252455 3.850290 -0.68 -0.68 -1.61 -0.056
C 7.225163 1.339344 3.069499 0.19 0.47 3.09 -0.247
O 6.550183 1.585940 1.894701 -0.01 -0.85 -2.04 0.024
C 7.089570 2.432415 1.006654 0.69 2.38 1.27 -0.580
O 8.114614 3.100769 1.110170 -1.24 -1.87 -0.22 0.117
O 6.132511 2.633125 0.130097 -1.17 -0.05 -1.50 -0.003
C 6.397356 3.424080 -1.038190 1.13 -0.56 -0.33 -0.023
H 6.545171 -0.657300 3.255144 0.41 -0.38 0.15 0.069
H 5.392543 0.410323 3.746485 -0.09 0.55 0.39 0.072
H 6.687662 -0.001331 4.886905 0.46 0.58 -0.18 0.079
H 8.282985 1.093560 2.976226 -0.06 0.07 -0.41 0.130
H 7.116723 2.285085 3.600433 0.63 0.04 0.53 0.128
H 7.180205 2.908921 -1.594835 0.38 0.27 0.07 0.097
H 6.727690 4.430289 -0.780328 -0.19 -0.09 0.00 0.099
H 5.567102 3.398537 -1.743986 -0.45 0.12 0.77 0.092
C 7.756184 -3.463560 -1.967412 -0.57 -1.30 0.66 -0.080
C 7.111489 -4.064391 -3.234022 2.17 -0.27 1.99 -0.362
O 7.171351 -2.997416 -4.078110 -0.55 -0.01 -2.27 0.151
C 7.990782 -2.010472 -3.655883 -0.49 1.87 -0.46 -0.507
O 8.237763 -1.027972 -4.314024 -0.02 -1.90 1.48 0.166
O 8.316383 -2.278875 -2.374428 1.51 1.99 -0.95 0.082
F 5.879441 -4.416603 -2.907084 -2.07 -0.24 -0.21 0.094
H 8.515263 -4.080429 -1.486398 -0.16 -0.05 -0.03 0.142
H 6.934902 -3.224692 -1.291731 0.05 -0.27 0.28 0.143
H 7.602664 -4.966275 -3.599347 0.11 0.19 -0.48 0.171
C 0.810325 0.846594 0.532758 0.83 -1.84 -0.69 0.016
C 1.235897 -0.558803 -0.099968 -0.88 1.46 1.33 -0.259
O -0.025588 -1.174793 -0.261913 0.66 -0.20 -1.15 0.127
C -0.943952 -0.559133 0.524568 -5.27 -4.77 -1.16 -0.618
O -2.111517 -0.943385 0.696993 3.39 0.65 -0.90 0.119
O -0.454859 0.418380 1.100807 2.63 6.07 2.36 0.127
F 1.904288 -1.303866 0.825778 0.42 0.03 -0.05 0.058
H 0.800293 1.621013 -0.234225 -1.18 -0.18 -0.32 0.130
H 1.496552 1.304914 1.244897 -0.24 -0.86 0.62 0.136
H 1.834305 -0.474291 -1.007094 -0.36 -0.35 -0.06 0.165